Below is the molecule C6H9NS at a distorted geometry, with properties calculated with ωB97M-V/def2-TZVPD.

HOMO level in eV: -8.71
HOMO-LUMO gap in eV: 9.611
Structure (SMILES): C#C[C@H](S)[C@@H]1C[C@@H]1N
Energy relative to the best compared isomer or geometry (same formula, charge and spin) in kcal/mol: 103.28
E in eV: -18688.7320

Element x y z (Å)
C  -0.1701  -2.6161  1.1271
C  0.3083  -1.5008  1.0131
C  0.9134  -0.1382  1.0518
S  0.0896  0.8301  2.2575
C  1.0094  0.3449  -0.3822
C  0.4089  1.5759  -1.0959
C  -0.1357  0.2453  -1.3297
N  -1.4002  0.2714  -0.6272
H  -0.7987  -3.5932  1.4126
H  1.9881  -0.0624  1.3954
H  -1.2757  0.4153  1.9466
H  1.9699  0.0991  -0.7988
H  1.1165  2.0024  -1.8412
H  0.0245  2.1739  -0.2814
H  -0.1084  -0.1472  -2.2818
H  -2.0571  0.8270  -1.2058
H  -1.8828  -0.7272  -0.3598

Atomic forces in eV per Å
-1.454 -1.094 0.808
0.405 -1.388 0.966
0.787 -0.653 -1.099
-2.902 0.383 0.708
0.391 -0.033 -1.711
2.934 0.813 0.817
-1.644 0.873 2.456
-2.929 -3.109 0.360
2.053 2.886 -1.093
-1.116 -0.851 -0.036
2.287 0.798 0.395
0.192 -0.402 -0.169
-0.762 -0.058 0.767
-0.755 0.576 -0.702
0.419 -1.118 -1.879
0.325 -0.750 0.727
1.770 3.126 -1.315

Here are the Mulliken charges for atoms 1 to 8, given in e:
1 C 0.09
2 C -0.86
3 C 0.15
4 S -0.26
5 C -0.16
6 C -0.74
7 C -0.31
8 N -0.52


Below is a structure of composition C6H9NS at a distorted geometry, with properties calculated with ωB97M-V/def2-TZVPD.

HOMO level in eV: -8.24
HOMO-LUMO gap in eV: 9.103
Energy relative to the best compared isomer or geometry (same formula, charge and spin) in kcal/mol: 97.71
E in eV: -18688.9734

Element x y z (Å)
C  -2.0557  1.0280  0.0234
C  -0.8483  0.0593  -0.2359
C  -0.3427  -0.9236  0.7040
C  1.1794  -0.8652  0.9481
C  1.8069  0.0347  -0.0422
C  0.4523  0.6040  -0.8193
H  -3.1576  0.7276  0.2511
H  -1.8131  1.5575  1.2554
H  -2.1934  1.8342  -0.8579
H  -0.8969  -1.0856  1.5968
H  1.6718  -1.9998  0.9032
H  1.2959  -0.5069  1.9723
H  2.7361  0.5127  0.1691
H  1.7325  -0.2155  -2.2743
H  0.4073  1.4872  -1.5222
N  1.3445  -0.5619  -1.3785
S  -1.3190  -1.6868  -0.6931

Atomic forces in eV per Å
-0.257 2.614 2.514
-0.937 0.693 -0.264
-0.317 -0.924 0.667
0.510 -3.664 0.495
-4.101 -0.001 -3.458
2.339 -0.998 -1.612
2.322 -0.645 -0.750
-0.491 -0.901 -4.034
0.768 -1.562 2.288
-0.382 -0.073 0.675
-1.225 2.919 0.137
0.134 0.016 0.008
0.398 0.549 -0.321
0.390 0.016 1.116
0.290 -0.907 1.214
-0.467 2.250 1.022
1.026 0.617 0.303

Here are the Mulliken charges for atoms 1 to 8, given in e:
1 C -1.08
2 C 0.77
3 C -0.74
4 C -0.56
5 C -0.43
6 C -0.30
7 H 0.33
8 H 0.21


Below is the molecule C6H9NS at a distorted geometry, with properties calculated with ωB97M-V/def2-TZVPD.

HOMO level (spin up / spin down) in eV: -7.21 / -7.05
HOMO-LUMO gap (spin up / spin down) in eV: 6.076 / 5.881
Energy relative to the best compared isomer or geometry (same formula, charge and spin) in kcal/mol: 183.85
E in eV: -18685.2381

Element x y z (Å)
C  -1.4375  -0.6100  -0.1069
C  -3.1724  0.9557  -0.1038
C  -2.7507  -0.3054  0.1147
C  1.1403  -1.3615  -0.7841
C  1.2653  0.1810  -0.5731
C  1.7662  0.3224  0.8657
N  0.2317  0.8352  -0.9479
S  -0.4999  -1.9941  -0.0459
H  -4.1004  1.3383  0.0042
H  -2.4637  1.5608  -0.6629
H  -3.4294  -1.2013  0.3193
H  0.9770  -1.5038  -1.8356
H  2.0441  -1.7069  -0.3070
H  2.2127  0.1359  -1.2299
H  1.0553  0.0077  1.6033
H  2.0110  1.4213  1.0962
H  2.7340  -0.1638  1.1503

Atomic forces in eV per Å
5.706 -0.499 -1.517
3.286 -1.385 -1.364
-3.202 -1.502 0.519
-1.289 0.868 0.285
3.650 -4.066 2.159
2.154 2.545 1.321
-4.508 2.431 -1.643
-0.634 1.477 0.114
-3.052 0.748 0.569
0.265 0.351 0.680
0.383 1.596 0.319
0.362 -0.674 -0.482
-0.127 -1.321 -0.155
-1.034 1.048 0.006
-0.704 -0.182 0.252
-0.650 -1.356 -0.397
-0.608 -0.080 -0.665

Here are the Mulliken charges for atoms 1 to 8, given in e:
1 C 0.00
2 C -0.55
3 C -0.17
4 C -0.93
5 C 0.39
6 C -1.14
7 N -0.61
8 S -0.07